Entry 1:
DFT (the ωB97M-V functional and the def2-TZVPD basis) results for a cluster of 8 separate species, C3H18NO10 in total.

Element x y z (Å)
O 2.9401 1.1333 0.1293
C 1.8579 0.6116 0.0079
C 1.6056 -0.8269 0.4253
N 0.4747 -1.4101 -0.2795
C -0.8417 -0.9837 -0.0408
O -1.6742 -1.2442 -0.9284
O -1.1171 -0.3667 1.0428
H 1.0033 1.1411 -0.4270
H 2.4994 -1.4211 0.2497
H 1.4013 -0.8578 1.4933
H 0.6624 -1.6038 -1.2501
H 3.2975 1.2005 2.9591
H 1.8868 1.1987 3.5766
O 2.8372 1.1656 3.8039
H -0.3394 -0.6494 -3.6305
H -1.4647 -1.1438 -2.6998
O -1.2839 -0.8449 -3.6213
H -0.8413 -1.6936 2.3930
H -0.1980 -2.9829 1.8925
O -0.5315 -2.5710 2.6981
H -1.7346 0.8447 -3.1491
H -2.0427 1.5249 -1.7918
O -1.5225 1.6289 -2.6242
H -3.2283 0.1762 -0.6955
H -2.3610 0.7744 0.3465
O -3.0067 1.0461 -0.3410
H -0.2410 0.6252 2.1668
H -0.1987 2.1269 2.5940
O 0.1881 1.2671 2.7917
H 1.4468 1.1363 -3.4011
H 0.0759 0.9397 -2.6980
O 0.9200 0.4881 -2.9306

Atoms 1-3, force components in eV/Å:
-0.13 0.13 -0.03
0.63 -0.33 0.36
-0.70 0.10 -0.25

Output
lowest unoccupied orbital energy = 3.0297 eV
relative energy (zero: lowest compared OMol25 entry of this formula, charge and spin) = 0.0 kJ/mol
charge = -1
strongest force on any atom = 0.8 eV Å⁻¹

Listed below, in e, are the Mulliken charges computed for each atom: -0.5605 0.1576 -0.5674 -0.0926 0.5179 -0.8319 -1.0079 0.3226 0.4141 0.2562 0.3313 0.3051 0.3997 -0.6634 0.4076 0.4562 -0.8465 0.3481 0.3167 -0.6650 0.4152 0.4278 -0.8120 0.3608 0.3798 -0.8196 0.4707 0.2779 -0.7001 0.2782 0.4051 -0.6817

Entry 2:
DFT (the ωB97M-V functional and the def2-TZVPD basis) results for a cluster of 5 separate species, C3H18NO4 in total at a distorted geometry.

Element x y z (Å)
C -0.7476 -2.4552 1.1284
C -2.2003 -2.3811 0.5930
N -2.2454 -1.4893 -0.6165
C -3.5418 -1.3556 -1.3507
H -0.0801 -3.0507 0.5015
H -0.2561 -1.5381 1.3598
H -0.8950 -2.9720 2.0796
H -2.5882 -3.3484 0.2670
H -2.6556 -1.8194 1.4296
H -1.4094 -1.5078 -1.2424
H -2.2261 -0.5557 -0.1245
H -3.6329 -2.1618 -2.1091
H -3.4290 -0.5157 -2.0367
H -4.4939 -1.2518 -0.8569
H 1.3413 0.2099 -1.4062
H 0.0779 0.9920 -1.5285
O 0.3938 0.1155 -1.2429
H 5.2061 0.2506 0.2118
H 4.4313 0.5492 1.4895
O 4.3966 0.6575 0.5345
H 0.9604 4.1845 0.5403
H 0.7471 2.7783 1.0225
O 0.3418 3.4435 0.4395
H 4.2111 3.6229 0.1805
H 4.4611 5.1464 0.2516
O 3.8329 4.4523 0.4854

Atoms 1-3, force components in eV/Å:
-0.76 -1.77 -0.21
1.92 0.48 0.19
-1.10 2.86 1.60

Output
lowest unoccupied orbital energy = -3.0375 eV
relative energy (zero: lowest compared OMol25 entry of this formula, charge and spin) = 204.1 kJ/mol
charge = +1
strongest force on any atom = 3.5 eV Å⁻¹

Listed below, in e, are the Mulliken charges computed for each atom: -1.1904 -0.3695 -0.1859 -0.9444 0.3615 0.3724 0.3716 0.3653 0.3128 0.3867 0.3898 0.3741 0.3812 0.3567 0.3066 0.3318 -0.6302 0.3210 0.3257 -0.6413 0.3249 0.3139 -0.6426 0.3168 0.3191 -0.6277

Entry 3:
DFT (the ωB97M-V functional and the def2-TZVPD basis) results for a cluster of 6 separate species, C3H20NO5 in total at a distorted geometry.

Element x y z (Å)
C 0.4729 2.0676 1.0376
C 0.8529 0.9239 1.9801
C 2.1174 1.0905 2.8360
N -0.7369 1.6531 0.1563
H 0.2961 2.9777 1.6167
H 1.1556 2.2477 0.2026
H 0.7482 -0.0908 1.5301
H -0.0554 0.8226 2.5989
H 1.8925 1.0742 3.8595
H 2.9824 0.4200 2.6588
H 2.6386 1.9500 2.4716
H -0.6867 0.6034 -0.0032
H -1.5310 1.9829 0.6584
H -0.7350 2.1301 -0.7474
H -0.6178 -1.2732 -1.0932
H 0.4232 -0.4866 -1.9397
O -0.4616 -0.4716 -1.5699
H 3.1600 -0.6110 -3.0061
H 2.7941 -1.9455 -3.3053
O 2.6814 -1.3508 -2.5633
H -2.9643 -3.7181 -0.9109
H -1.5319 -3.7824 -1.5105
O -2.1905 -3.1709 -1.1494
H -0.1905 -2.6755 0.8200
H -1.5516 -2.1183 0.5144
O -0.6476 -1.8250 0.7355
H -3.5760 1.3222 -1.9766
H -2.0879 0.7659 -2.0956
O -2.6507 1.4879 -1.8056

Atoms 1-3, force components in eV/Å:
0.74 -0.89 -1.62
-1.42 -1.56 0.09
0.80 -0.38 -2.13

Output
lowest unoccupied orbital energy = -2.6257 eV
relative energy (zero: lowest compared OMol25 entry of this formula, charge and spin) = 157.7 kJ/mol
charge = +1
strongest force on any atom = 2.3 eV Å⁻¹

Listed below, in e, are the Mulliken charges computed for each atom: -0.5966 -0.2664 -1.1748 -0.1743 0.3161 0.3483 0.2571 0.3309 0.3149 0.3458 0.3603 0.2483 0.3422 0.3760 0.3617 0.2658 -0.6570 0.3273 0.3215 -0.6403 0.3157 0.3265 -0.6409 0.2781 0.3252 -0.6211 0.3006 0.3461 -0.6371

Entry 4:
DFT (the ωB97M-V functional and the def2-TZVPD basis) results for a structure of composition C3H20NO8 at a distorted geometry.

Element x y z (Å)
C -1.5078 -0.1896 -0.6735
C -2.5861 0.6829 -1.3913
O -3.7617 0.9563 -0.6470
N -0.4390 0.6458 -0.1270
C 1.0026 0.2610 -0.2257
O 1.3552 -0.3400 0.9768
H -1.1303 -1.0200 -1.3952
H -2.0887 -0.7750 0.2152
H -2.2100 1.7061 -1.4554
H -2.9623 0.1752 -2.2266
H -3.7504 1.3813 0.2009
H -0.6181 1.0017 0.8619
H 1.3277 -0.5718 -0.9088
H 1.6240 1.3499 -0.3205
H 0.8260 -0.0527 2.2854
H 0.5173 -0.8291 3.5413
O 0.4369 -0.0554 3.2984
H -0.3364 3.4202 0.3523
H 0.3161 2.4493 -0.6923
O 0.2178 3.3920 -0.4479
H 3.2975 -2.2758 -1.4395
H 2.2006 -2.6060 -0.5207
O 2.4056 -2.0908 -1.4167
H 1.7034 -2.2534 -3.2263
H 1.2875 -0.7086 -3.1105
O 1.4856 -1.4412 -3.7422
H -1.2405 0.7633 3.0894
H -2.3027 1.6882 3.3833
O -1.8135 1.3591 2.6253
H 1.9190 -1.5269 1.0132
H 1.7957 -3.1353 1.6423
O 2.3548 -2.6834 1.0214

Atoms 1-3, force components in eV/Å:
-0.93 -1.61 1.27
0.94 1.19 3.02
-2.29 -1.32 -0.31

Output
lowest unoccupied orbital energy = 3.0345 eV
relative energy (zero: lowest compared OMol25 entry of this formula, charge and spin) = 170.5 kJ/mol
charge = -1
strongest force on any atom = 13.1 eV Å⁻¹

Listed below, in e, are the Mulliken charges computed for each atom: -0.4111 -0.3542 -0.5802 -0.0367 0.4626 -0.7822 0.2606 0.1976 0.2402 0.2729 0.2907 -0.0203 -0.2716 0.2273 0.4531 0.1391 -0.7494 0.2848 0.4643 -0.7027 0.2356 0.3998 -0.7670 0.3695 0.3416 -0.6768 0.3372 0.2828 -0.6032 0.3602 0.2369 -0.9012

Entry 5:
DFT (the ωB97M-V functional and the def2-TZVPD basis) results for a cluster of 8 separate species, C3H21NO9 in total at a distorted geometry.

Element x y z (Å)
C -0.4248 0.3117 0.1046
C 0.4839 0.5328 1.3117
N 1.8671 0.7422 0.8862
C 2.3443 1.9968 0.7393
O 1.8499 2.9738 1.2468
O 3.5281 2.0553 0.0296
H -1.4923 0.4535 0.2359
H -0.0349 1.0009 -0.6387
H -0.2935 -0.6681 -0.3599
H 0.2307 1.2603 2.0741
H 0.5641 -0.4408 1.8126
H 2.2741 -0.1458 0.5917
H 3.3005 1.9731 -0.8716
O -2.4488 2.3696 1.5431
H -2.1743 3.2473 1.3088
H -3.1969 2.1297 2.0764
O -2.6658 -2.7778 -0.8692
H -2.8275 -2.8434 0.0701
H -2.6064 -1.8655 -1.1595
O 2.6383 -1.5127 -0.5792
H 3.3472 -1.7477 0.0053
H 1.9543 -2.1950 -0.5959
O 0.8781 -3.1133 0.8829
H -0.0721 -3.1200 0.9938
H 1.2228 -3.8273 0.3468
O -1.8142 -2.1021 2.6871
H -1.3616 -1.3754 2.2477
H -2.4912 -1.7654 3.2699
O 0.0847 2.4232 -2.6352
H -0.1939 2.2462 -1.7330
H -0.4559 3.1116 -3.0239
O -0.9572 0.0342 -4.1539
H -0.1554 -0.3419 -3.7869
H -0.9012 0.9800 -4.0574

Atoms 1-3, force components in eV/Å:
0.26 0.46 -0.46
0.74 -1.60 0.59
-1.01 -0.22 0.23

Output
structure (SMILES) = CCNC(=O)O.O.O.O.O.O.O.O
lowest unoccupied orbital energy = 0.0400 eV
relative energy (zero: lowest compared OMol25 entry of this formula, charge and spin) = 169.1 kJ/mol
strongest force on any atom = 2.5 eV Å⁻¹

Listed below, in e, are the Mulliken charges computed for each atom: -0.4006 -0.5246 -0.0110 0.5778 -0.5841 -0.5195 0.6218 -0.3860 0.1376 0.3162 0.3197 0.1722 0.3212 -0.5746 0.2922 0.2839 -0.6403 0.3218 0.3127 -0.6878 0.3087 0.3228 -0.6438 0.3201 0.3177 -0.6402 0.3029 0.2678 -0.6466 0.4127 0.3184 -0.6194 0.3025 0.3280

Entry 6:
DFT (the ωB97M-V functional and the def2-TZVPD basis) results for a cluster of 9 separate species, C3H22N2O11 in total at a distorted geometry.

Element x y z (Å)
N -0.4823 0.9739 2.0490
C 0.8630 0.2986 1.9880
C 0.8277 -0.4836 0.6296
O 1.1664 -1.6798 0.7516
N 0.7123 0.2396 -0.5035
C 0.6934 -0.4007 -1.7443
O 0.2392 0.1352 -2.7408
O 1.0727 -1.7204 -1.8270
H -0.7257 1.4932 1.1226
H -0.4688 1.8452 2.6348
H -1.2465 0.3792 2.4118
H 1.6240 1.1579 1.8362
H 1.0101 -0.2967 2.8747
H 1.1203 -2.0634 -2.7239
O -0.6194 3.5765 1.3697
H -0.5809 4.4728 1.7556
H -0.4364 3.8578 0.4564
O -1.3365 -3.0360 1.7031
H -1.6058 -3.4693 0.9047
H -0.4001 -2.9170 1.6738
O 2.3494 2.7861 0.0155
H 1.8666 2.1823 -0.5321
H 1.7550 3.5492 -0.1540
O -2.3262 -0.3533 0.3967
H -2.3735 -1.2876 0.5313
H -1.7773 -0.0010 -0.2771
O -2.1795 -1.7337 3.9570
H -1.9670 -2.1407 3.0931
H -1.6941 -2.1998 4.6071
O -0.1431 2.9354 -1.5392
H -0.3373 3.4921 -2.3087
H -0.1341 1.9911 -1.7941
O -2.3294 -2.8424 -0.9887
H -1.7588 -3.4196 -1.4786
H -3.1275 -2.5238 -1.3820
O 2.7973 0.6848 -3.8369
H 2.0225 1.2060 -3.7525
H 2.9913 0.0777 -3.1180

Atoms 1-3, force components in eV/Å:
-0.54 2.89 0.22
-0.32 2.33 -2.53
2.82 -2.04 0.56

Output
structure (SMILES) = [NH3+]CC(=O)/N=C(/[O-])O.O.O.O.O.O.O.O.O
lowest unoccupied orbital energy = 0.0057 eV
strongest force on any atom = 3.5 eV Å⁻¹

Listed below, in e, are the Mulliken charges computed for each atom: -0.2054 -0.6924 0.4484 -0.7439 0.1198 0.2914 -0.6481 -0.4532 0.3948 0.4116 0.2975 0.2961 0.3391 0.3648 -0.6202 0.3121 0.2259 -0.6564 0.2818 0.3041 -0.6365 0.3076 0.3149 -0.6441 0.3499 0.2676 -0.6501 0.4052 0.2920 -0.5705 0.2286 0.2688 -0.5550 0.2788 0.2599 -0.6142 0.3169 0.3125

Entry 7:
DFT (the ωB97M-V functional and the def2-TZVPD basis) results for a cluster of 9 separate species, C3H23NO10 in total at a distorted geometry.

Element x y z (Å)
C 1.2060 0.7748 2.0305
N 1.1157 -0.5777 1.5176
C 2.4098 -1.2725 1.6847
C 2.8228 -1.7694 0.3273
O 2.7795 -2.8928 -0.1035
O 3.0835 -0.7885 -0.5907
H 1.9880 1.2842 1.4758
H 1.1972 0.8987 3.1299
H 0.3274 1.4198 1.8739
H 0.3296 -1.0383 1.9597
H 2.2883 -2.0754 2.4063
H 3.0741 -0.6084 2.2162
H 3.2578 -1.1749 -1.4524
O -1.2395 0.6685 -0.5282
H -0.3887 0.4988 -0.1135
H -1.7969 -0.1250 -0.4051
O -3.2364 -0.3006 1.2768
H -3.1418 0.4852 1.8235
H -3.6345 -0.9743 1.8375
O 1.6643 1.4016 -2.2208
H 1.0978 0.9006 -2.8284
H 2.1511 0.7932 -1.6559
O -1.8336 -2.9198 1.6995
H -1.4560 -2.5029 0.9101
H -1.5852 -3.8477 1.6597
O 0.1364 -0.1303 -3.9282
H -0.3658 -0.9422 -3.9564
H -0.3183 0.5207 -4.4638
O -2.4039 -1.7138 -0.8085
H -3.0202 -1.0041 -0.5484
H -2.0394 -1.3222 -1.6142
O 1.2927 3.0850 -0.1489
H 0.8549 3.9355 -0.2056
H 1.3155 2.6597 -1.0287
O -2.9668 3.1006 -0.5626
H -2.2035 3.3974 -0.0531
H -2.7619 2.1562 -0.6124

Atoms 1-3, force components in eV/Å:
-1.05 1.37 0.28
-0.22 0.43 0.09
-1.32 -0.06 0.79

Output
structure (SMILES) = CNCC(=O)O.O.O.O.O.O.O.O.O
lowest unoccupied orbital energy = 0.0451 eV
relative energy (zero: lowest compared OMol25 entry of this formula, charge and spin) = 252.0 kJ/mol
strongest force on any atom = 2.2 eV Å⁻¹

Listed below, in e, are the Mulliken charges computed for each atom: -1.1761 0.0118 -0.6790 0.5975 -0.5821 -0.4857 0.5279 0.3267 0.2566 0.0847 0.3881 0.3840 0.3063 -0.5178 0.1160 0.3305 -0.5376 0.2598 0.2613 -0.7094 0.3900 0.3426 -0.6105 0.3085 0.2872 -0.6506 0.2824 0.3054 -0.6636 0.4547 0.2868 -0.5789 0.2726 0.4134 -0.6554 0.3028 0.3493

Entry 8:
DFT (the ωB97M-V functional and the def2-TZVPD basis) results for a cluster of 9 separate species, C3H23NO9S in total at a distorted geometry.

Element x y z (Å)
C -0.4090 -1.0035 -1.6923
O 0.2731 -1.5919 -0.5928
C 0.0827 0.4012 -1.7858
C -0.9140 1.3628 -2.5290
S -2.4221 1.8736 -1.5790
N 0.4831 0.9642 -0.4528
H -0.1964 -1.6796 -2.5880
H -1.4963 -0.9937 -1.4251
H 1.1017 0.3240 -2.3666
H -1.3025 0.7582 -3.3491
H -0.3011 2.2358 -2.8825
H -0.3468 1.3253 0.0381
H 0.8798 0.2675 0.1671
H 1.7288 -1.9000 -1.5192
H 2.3233 -0.9407 -2.4802
O 2.4621 -1.9408 -2.2228
H 1.5394 2.2938 -0.2964
H 1.0935 3.6701 0.2058
O 1.9648 3.2492 0.0455
H -0.4081 -3.0412 1.5673
H 0.4954 -3.4077 0.3743
O 0.1537 -3.7202 1.2492
H 3.4559 -1.0311 1.4246
H 2.3737 -1.3529 2.5849
O 3.0838 -0.7590 2.3744
H -1.4901 1.2058 3.0852
H -0.7522 0.2502 2.0511
O -0.8558 1.2117 2.3012
H -2.8947 -0.8606 0.2969
H -2.5402 -1.5891 1.6099
O -3.3115 -1.3856 1.0660
H -0.3129 -1.6664 2.2982
H -0.2476 -1.4372 0.3287
O -0.9129 -1.3530 1.6911
H -0.7835 2.8132 1.4754
H -0.8939 3.7232 0.2794
O -0.7031 3.7242 1.2469

Atoms 1-3, force components in eV/Å:
-1.10 -1.37 0.96
-0.19 -1.09 0.82
1.79 1.65 -0.41

Output
lowest unoccupied orbital energy = 5.2434 eV
relative energy (zero: lowest compared OMol25 entry of this formula, charge and spin) = 0.0 kJ/mol
charge = -2
strongest force on any atom = 3.7 eV Å⁻¹

Listed below, in e, are the Mulliken charges computed for each atom: -0.6402 -0.7327 0.6941 -0.8341 -0.6223 -0.2181 0.2893 0.2877 -0.5136 0.3029 0.3021 -0.0109 0.1908 0.3786 0.4040 -0.7421 0.5412 0.3265 -0.7946 0.3646 0.4010 -0.7446 0.3291 0.3133 -0.6638 0.2443 0.3836 -0.7001 0.3202 0.4201 -0.7507 0.1017 0.4320 -1.0909 0.4107 0.3459 -0.7250